Computed, not measured: a cluster of 5 separate species, C14H32Cl6O4 in total at a distorted geometry, with ωB97M-V/def2-TZVPD.

Structure (XYZ):
```
56
Properties=species:S:1:pos:R:3:forces:R:3:mulliken_charge:R:1
C -4.121633 -2.480003 8.378986 0.7 -0.4 0.0 -0.7574
O -3.323254 -2.117680 7.257822 0.0 0.3 -0.5 -0.2840
C -2.289412 -1.141826 7.517529 -1.4 -0.3 1.1 -0.5036
C -1.786030 -0.483960 6.261950 -0.7 -1.0 -1.5 -0.5345
O -1.340186 -1.497407 5.354878 0.6 -0.1 -0.5 -0.3425
C -1.166382 -1.011464 4.018977 -0.1 0.5 0.6 -0.6599
H -3.514217 -3.080573 9.056086 0.1 0.1 0.4 0.3058
H -4.953846 -3.123414 8.093442 0.2 0.1 -0.6 0.2527
H -4.577068 -1.657006 8.929765 0.3 0.5 -0.1 0.3030
H -1.500704 -1.549374 8.149924 0.3 -0.4 -0.2 0.3414
H -2.802984 -0.420495 8.153159 0.3 0.7 0.0 0.3807
H -1.017497 0.273095 6.417940 0.2 0.0 0.4 0.3707
H -2.613914 -0.014318 5.730773 -0.4 0.4 0.3 0.3044
H -0.592644 -0.084747 4.030358 0.4 0.0 0.0 0.3144
H -2.099595 -0.739815 3.525599 -0.5 -0.2 0.2 0.3566
H -0.675662 -1.731640 3.364274 0.1 -0.2 0.5 0.1458
C 1.822345 3.943242 -7.504728 -0.1 -0.5 0.1 -0.7327
O 1.097051 2.880370 -6.865408 0.3 0.4 -0.4 -0.2899
C 1.785695 2.144453 -5.878823 0.0 0.0 0.8 -0.5971
C 1.872008 2.807867 -4.483781 -0.5 -0.1 -0.2 -0.4518
O 0.708429 2.496217 -3.678570 0.4 -0.3 -1.9 -0.1822
C 0.826089 2.712566 -2.319861 0.7 0.3 0.9 -0.8412
H 2.716597 3.610244 -8.031538 0.2 -0.5 0.2 0.3205
H 2.138203 4.713675 -6.801334 -0.2 0.1 0.1 0.2814
H 1.193675 4.359488 -8.291876 -0.3 0.1 0.4 0.2429
H 2.791826 1.846813 -6.174129 0.3 0.5 -0.4 0.3849
H 1.295028 1.176230 -5.779390 -0.4 0.1 0.1 0.2768
H 1.991633 3.884736 -4.602665 -0.4 0.3 0.0 0.2904
H 2.822808 2.524008 -4.032681 -0.1 -0.6 0.5 0.3989
H 1.046173 3.756262 -2.095469 0.0 0.3 0.1 0.3284
H 1.622216 2.104433 -1.890356 0.3 -0.1 0.1 0.3326
H -0.071847 2.436131 -1.767255 -0.3 0.0 -0.5 0.2358
Cl -1.343523 -0.683939 -4.047274 0.2 0.1 0.0 -0.1513
C -1.768484 0.630946 -5.172536 -0.3 0.5 -0.3 -0.3716
C -3.257675 0.539757 -5.580227 1.6 0.7 1.1 -0.4201
Cl -3.526830 -1.049602 -6.293009 -0.6 0.2 -0.3 -0.1760
H -1.120371 0.623244 -6.048891 0.0 -0.5 0.0 0.2689
H -1.513203 1.564908 -4.671888 -0.3 0.0 0.1 0.1819
H -3.465011 1.390265 -6.229648 -0.1 -0.4 -0.5 0.3374
H -3.838348 0.700400 -4.671866 -0.3 -0.5 -0.1 0.3239
Cl 2.957368 -0.830441 2.833436 0.0 0.2 0.7 -0.1715
C 3.240768 -2.579540 2.718345 -1.6 -0.3 -1.7 -0.3170
C 4.661177 -2.941937 2.574942 1.2 -0.1 0.5 -0.4287
Cl 5.374779 -3.088184 4.230628 0.2 0.1 -0.4 -0.2021
H 2.754946 -2.775062 1.762391 0.1 -0.3 -0.2 0.1228
H 2.660284 -3.183152 3.416057 0.3 0.5 0.5 0.3705
H 5.205136 -2.193358 1.998884 0.0 0.1 0.3 0.3229
H 4.842402 -3.883000 2.055635 -0.4 -0.1 0.3 0.3044
Cl 0.008052 -3.062760 -1.236454 -0.2 -0.4 -0.4 -0.1989
C -0.315975 -1.740532 -0.111991 1.0 1.6 -0.8 -0.2631
C 0.486966 -0.499639 -0.598462 -0.1 -0.3 0.3 -0.0237
Cl 0.277078 0.807808 0.617218 0.1 -0.1 0.1 -0.2173
H 0.075254 -2.081403 0.846573 -0.6 0.3 0.1 0.0907
H -1.351555 -1.407387 -0.180477 -0.1 -0.7 0.5 0.3813
H 0.128922 -0.063536 -1.531043 -0.2 -0.4 0.0 -0.1148
H 1.544941 -0.729967 -0.723939 0.0 0.1 0.3 0.3601
```
Positions in Å, forces in eV/Å.

Summary:
Total energy   -3614.61647 Ha
Orbital gap   10.26 eV
Total charge   0
Largest force on an atom   2.35 eV/Å
Energy above the lowest of the compared OMol25 structures with the same formula, charge and spin   0.884 eV
SMILES string   COCCOC.COCCOC.ClCCCl.ClCCCl.ClCCCl
Molecular weight   477.1 g/mol